# 1
Below is a cluster of 12 separate species, C45H76O36 in total in a non-equilibrium geometry, with properties calculated with the ωB97M-V functional and the def2-TZVPD basis.

Calculated values
SMILES   C[C@H]1COC(=O)O1.C[C@H]1COC(=O)O1.C[C@H]1COC(=O)O1.C[C@H]1COC(=O)O1.C[C@H]1COC(=O)O1.CCOC(=O)OC.CCOC(=O)OC.CCOC(=O)OC.CCOC(=O)OC.COC(=O)OC.O=C1OCCO1.O=C1OCCO1
E_HOMO   -0.381 hartree
F_max   0.109 Eh/bohr
E_tot   -4468.7962 hartree

Structure (XYZ):
```
157
Properties=species:S:1:pos:R:3:forces:R:3
C 5.465082 -1.862795 -6.902153 -0.8 -0.1 0.0
C 5.617582 -2.900845 -5.816313 -1.3 0.3 -0.1
C 6.181772 -4.243155 -6.175263 0.9 -1.4 0.3
O 7.180842 -4.443925 -5.120543 -0.6 0.1 -1.1
C 7.429182 -3.274635 -4.512193 3.1 0.0 2.3
O 8.390212 -3.169585 -3.721433 -3.8 0.4 -2.7
O 6.519672 -2.333905 -4.915063 2.7 -0.2 1.7
H 5.040962 -0.985065 -6.414483 0.2 0.2 -0.2
H 4.751532 -2.157425 -7.671653 0.1 -0.1 -0.1
H 6.433392 -1.619985 -7.339793 -0.1 -0.1 0.0
H 4.743122 -3.035395 -5.179673 -0.7 0.0 -0.6
H 6.602142 -4.352735 -7.174953 0.7 0.7 0.1
H 5.541472 -5.124855 -6.148493 -0.5 0.4 0.5
C 0.147342 -10.877045 7.050307 1.0 -0.5 0.3
C 0.744752 -9.674215 7.868377 -0.1 -1.2 -1.0
C 1.589042 -8.691485 7.068727 1.8 -1.0 0.5
O 1.116222 -7.395075 7.464877 -0.3 -1.1 -0.5
C -0.138328 -7.601395 7.997707 1.6 -0.7 -1.3
O -0.913358 -6.752215 8.176837 -1.4 1.5 0.7
O -0.340768 -8.906625 8.167347 -3.1 1.6 1.0
H -0.813768 -11.274745 7.376167 0.0 0.6 0.7
H 0.770142 -11.771575 7.057067 0.4 0.2 0.0
H -0.022908 -10.614135 6.006277 0.3 0.4 0.0
H 1.201762 -9.811745 8.848337 0.4 -1.2 -0.2
H 1.621922 -8.982625 6.018847 -0.7 1.0 -0.4
H 2.624002 -8.819625 7.385807 0.1 0.4 0.1
C -4.646268 0.566685 -1.149903 1.7 -0.2 -2.3
C -5.364718 0.436695 0.139477 0.6 0.6 -2.0
C -6.750278 1.049345 0.058117 0.6 -0.2 -0.3
O -7.499508 0.041735 0.696037 -1.5 0.5 1.0
C -6.804108 -1.101305 0.801207 -1.9 -1.9 2.4
O -7.240268 -2.072235 1.407937 1.2 1.8 -1.8
O -5.618148 -0.945045 0.247247 0.5 -1.1 0.6
H -5.173178 0.306575 -2.067943 -1.3 0.3 0.3
H -3.907698 -0.217815 -1.314733 0.7 0.2 0.9
H -4.181998 1.518575 -1.407713 0.0 0.2 0.6
H -4.735238 0.777625 0.961437 -0.3 0.0 0.3
H -7.128048 1.116515 -0.962123 0.3 0.1 -0.1
H -6.739768 2.044625 0.502427 -0.6 -0.3 0.5
C -2.002738 -6.971265 -0.832103 -1.8 0.4 -0.4
C -0.571488 -7.266205 -1.008033 -2.5 -0.5 -0.1
C 0.191732 -6.083655 -1.435433 0.0 0.6 -0.3
O 1.420772 -6.353415 -0.743573 0.2 0.8 -0.1
C 1.120062 -7.086675 0.330587 2.3 -2.2 4.6
O 1.902312 -7.399055 1.252887 -2.4 1.5 -3.4
O -0.189688 -7.522835 0.330997 3.1 0.4 -0.7
H -2.131148 -6.221695 -0.051223 0.2 0.3 -0.1
H -2.579278 -7.808775 -0.439323 0.0 -0.2 -0.5
H -2.411948 -6.568065 -1.758423 -0.4 -0.2 0.0
H -0.380718 -8.093405 -1.691723 0.1 -0.4 0.3
H -0.322298 -5.168045 -1.142973 0.5 0.2 0.8
H 0.273382 -5.948735 -2.513963 0.7 -0.6 0.0
C -1.823408 0.644025 -8.428903 -0.5 0.6 0.0
C -2.999148 0.616805 -7.427673 1.1 -0.6 -0.8
C -4.427528 0.693975 -7.950493 0.0 0.1 -0.8
O -5.006398 -0.564905 -7.659233 -0.1 -0.7 0.5
C -4.097008 -1.371825 -7.047773 -0.8 0.2 0.3
O -4.321908 -2.471815 -6.647573 0.2 0.4 -0.4
O -2.949648 -0.703745 -6.917593 0.6 -0.9 1.1
H -1.827088 -0.201185 -9.117163 -0.3 -0.1 0.2
H -0.900908 0.597725 -7.850163 0.0 0.1 -0.1
H -1.832128 1.537225 -9.053583 0.1 0.2 0.2
H -2.785218 1.302555 -6.607873 -0.2 0.1 0.0
H -4.446438 0.733335 -9.039613 0.0 0.7 0.0
H -5.011718 1.479715 -7.471483 0.0 0.0 -0.2
C 2.443362 -1.460525 9.971757 0.9 0.9 2.0
C 2.065952 -0.512585 8.867337 -0.1 -1.4 -0.1
O 0.629142 -0.568845 8.660927 -0.6 0.1 -1.3
C -0.139038 0.235415 9.392747 1.1 1.3 1.6
O 0.357742 0.902095 10.298557 -1.7 -0.5 -1.1
O -1.448208 0.221395 9.011157 2.7 -2.2 -1.4
C -2.325848 1.063975 9.652047 -0.2 1.5 0.9
H 3.527432 -1.568415 9.936277 0.1 -0.1 0.0
H 2.023792 -2.456135 10.116097 -0.4 0.1 -1.1
H 2.235622 -0.988755 10.932157 0.0 0.2 0.1
H 2.611942 -0.918615 8.015787 -1.0 0.0 -0.8
H 2.473562 0.494795 8.951887 -0.6 0.1 0.6
H -1.970418 2.076205 9.459297 -0.2 0.3 0.5
H -2.330338 0.817445 10.713797 -0.3 0.4 0.1
H -3.320638 0.991735 9.212417 0.2 -0.5 0.0
C 4.354542 2.981595 -11.012333 -0.6 0.9 -0.2
C 2.916802 3.552215 -11.025323 1.1 -2.4 0.9
O 2.817592 4.843415 -10.577783 -0.2 2.3 -1.0
C 3.057182 5.174355 -9.343273 0.4 -3.1 3.6
O 3.436662 4.350195 -8.453793 -0.9 2.8 -2.4
O 2.699402 6.425045 -9.193603 -0.6 1.5 0.9
C 2.827632 7.147215 -7.883243 1.2 -1.9 -1.4
H 4.602542 2.731935 -9.980693 -0.1 -0.4 -0.2
H 5.084932 3.742815 -11.286503 0.0 -0.2 -0.6
H 4.297522 2.135275 -11.696873 0.7 -0.1 0.2
H 2.489782 2.900665 -10.262943 -1.0 0.0 -0.3
H 2.391142 3.512095 -11.979353 0.2 -0.1 0.1
H 3.341772 8.051445 -8.209023 -0.4 0.1 0.6
H 3.469982 6.474765 -7.314653 0.1 0.4 0.3
H 1.888262 7.254585 -7.340873 -0.1 0.1 -0.6
C 2.668732 4.908915 4.739557 0.5 -1.0 -1.7
C 3.058312 5.520615 3.391777 2.0 -0.1 0.7
O 2.019972 6.212855 2.778347 -1.2 0.5 -1.1
C 2.005422 6.422945 1.450467 0.7 0.3 -1.5
O 2.922832 6.319675 0.623777 -2.4 0.1 2.4
O 0.720622 6.837075 1.187807 1.4 -1.2 0.5
C 0.370422 7.301385 -0.088933 -0.7 1.7 -0.7
H 3.623932 4.741685 5.237287 -0.2 0.6 0.6
H 2.416352 3.875765 4.500767 -1.1 0.0 0.5
H 1.917172 5.508855 5.252717 0.3 -0.3 0.2
H 3.468122 4.784445 2.700247 -0.1 -0.1 0.1
H 3.883222 6.184955 3.649237 0.0 0.5 -0.6
H -0.496588 6.830525 -0.552273 0.2 -1.0 0.4
H 1.160402 7.399175 -0.833563 0.3 -0.3 0.4
H -0.042818 8.289175 0.115037 0.3 0.4 -0.2
C -0.385558 -1.885455 2.553107 0.1 -0.5 -0.9
C 0.428572 -0.722765 2.051577 0.9 0.9 2.0
O 0.441432 -0.531025 0.684637 0.3 0.5 -3.0
C 1.098762 0.552095 0.185507 -0.6 1.1 -0.1
O 1.793482 1.354875 0.788787 -1.1 -1.7 -1.0
O 0.703292 0.658155 -1.138793 0.0 -0.8 1.0
C 1.127382 1.777995 -1.896843 1.4 0.8 0.3
H 0.002782 -2.885825 2.361917 0.5 0.1 -0.1
H -1.328948 -1.857905 2.007807 -0.4 0.1 0.6
H -0.461878 -1.783335 3.635627 -0.4 0.1 -0.1
H 1.471882 -0.734205 2.366997 0.0 -0.1 0.5
H -0.044628 0.162535 2.476347 0.2 0.2 0.3
H 0.609722 2.699265 -1.629663 -0.2 -0.1 0.3
H 1.050492 1.662015 -2.977923 -0.6 -0.8 0.2
H 2.194372 1.936335 -1.740143 0.0 0.2 0.3
C -3.763818 5.468895 2.965337 0.1 1.1 0.4
O -4.536418 5.860845 1.776067 0.0 -0.8 0.6
C -5.444058 6.816095 1.866267 -1.5 3.9 1.3
O -5.608998 7.633275 2.811357 0.4 -3.1 -2.8
O -6.134278 6.918335 0.657997 1.8 -1.8 0.8
C -7.346918 7.633045 0.555467 -0.3 0.5 0.9
H -4.259868 5.607525 3.925967 -0.9 -0.2 -0.4
H -2.928988 6.153475 3.115347 0.3 -0.1 -0.7
H -3.421268 4.438605 2.869067 -0.2 0.3 -0.4
H -7.867628 7.456325 -0.385673 0.8 -0.3 -0.3
H -7.114958 8.694015 0.648317 -0.5 0.0 0.2
H -8.038568 7.253685 1.307667 0.0 0.5 0.3
O -7.757238 -4.622765 9.991097 0.4 0.3 -2.1
C -7.593288 -4.265005 8.832707 -1.5 -1.1 4.5
O -6.876518 -3.219055 8.527147 0.5 2.2 -1.1
C -6.777028 -3.118095 7.101297 0.5 -1.7 -1.2
C -7.867388 -4.141025 6.628117 0.1 0.3 -0.2
O -8.196488 -4.805475 7.801427 -0.5 -1.3 0.9
H -6.973608 -2.202275 6.543847 0.0 0.6 1.2
H -5.734928 -3.396525 6.944467 -0.1 -0.2 -0.7
H -7.648268 -4.975635 5.962157 0.5 0.8 -0.7
H -8.782068 -3.614435 6.355797 0.2 0.1 -0.6
O 10.700612 3.339285 -3.515383 -3.4 1.6 -0.9
C 9.613912 3.763575 -3.911523 2.3 -1.4 -0.1
O 9.370812 4.158125 -5.202573 0.0 0.4 0.8
C 7.964822 4.402325 -5.360733 -0.2 -1.6 -0.8
C 7.350092 4.062405 -4.021633 -0.8 1.4 0.1
O 8.461282 3.828845 -3.207823 0.9 -0.6 1.2
H 7.718192 5.375505 -5.785223 0.4 -0.1 0.2
H 7.605702 3.578535 -5.977593 0.1 0.5 -0.9
H 6.642312 3.235555 -4.080513 0.5 -0.4 0.2
H 6.753562 4.889225 -3.636113 0.3 0.2 0.3
```
Forces are in eV/Å.



# 2
Below is the molecule C7H12O in a non-equilibrium geometry, with properties calculated with the ωB97M-V functional and the def2-TZVPD basis.

Calculated values
SMILES   CC/C(C)=C/C=C/O
Relative energy (zero: lowest compared OMol25 entry of this formula, charge and spin)   1.409 eV
E_HOMO   -0.302 hartree
F_max   0.029 Eh/bohr
E_tot   -349.0969 hartree

Structure (XYZ):
```
20
Properties=species:S:1:pos:R:3:forces:R:3
C -2.655323 -0.709071 -1.462553 -1.1 -0.6 -0.8
C -1.201890 -0.889541 -1.931578 -0.3 -0.2 0.7
C -0.214153 -0.227173 -1.002225 0.5 0.5 -0.1
C 0.245726 1.161951 -1.376483 0.1 0.1 -0.2
C 0.146684 -0.787607 0.150140 0.1 -0.5 -0.2
C 1.182200 -0.413204 1.140353 -1.3 0.5 -0.3
C 1.182648 0.742669 1.792743 0.8 0.0 0.8
O 1.821615 0.793428 3.016661 0.4 0.0 -0.1
H -2.758988 -0.481806 -0.406165 0.2 0.2 0.0
H -3.223940 -1.636437 -1.622010 0.3 0.0 0.2
H -3.257662 -0.020087 -2.062635 0.4 0.5 0.2
H -1.048408 -0.541577 -2.948746 -0.1 0.2 -0.1
H -1.009526 -1.960537 -1.958090 0.2 -0.1 0.1
H 1.313301 1.356941 -1.240189 0.0 -0.3 0.2
H -0.284925 1.872701 -0.742991 0.0 0.2 -0.1
H 0.007385 1.406584 -2.413296 0.0 -0.1 0.0
H -0.397580 -1.684959 0.459242 0.3 -0.2 -0.3
H 1.776801 -1.233807 1.505377 0.1 -0.1 0.4
H 0.706418 1.675154 1.514210 -0.4 -0.2 -0.2
H 2.217463 1.651318 3.201512 -0.2 0.1 -0.2
```
Forces are in eV/Å.



# 3
Below is a structure of composition C18H41O2P3Pb in a non-equilibrium geometry, with properties calculated with the ωB97M-V functional and the def2-TZVPD basis.

Calculated values
Relative energy (zero: lowest compared OMol25 entry of this formula, charge and spin)   3.082 eV
E_HOMO (alpha / beta)   -0.698 / -0.694 hartree
F_max   0.052 Eh/bohr
Net charge   +4
E_tot   -2076.1556 hartree

Structure (XYZ):
```
65
Properties=species:S:1:pos:R:3:forces:R:3
Pb -0.365460 0.458179 1.123331 1.1 -0.9 1.2
P 1.979272 1.049480 2.813869 0.5 0.9 1.5
P -1.033344 2.693404 -0.159233 -0.8 1.0 0.1
P 1.842035 -0.430670 -0.354821 0.5 -0.2 -0.8
H -1.470894 -3.515676 1.720543 0.4 -0.5 0.2
C -0.444673 -3.899190 1.628232 -0.6 0.6 -1.1
C 0.456143 -3.761897 2.623372 1.1 0.7 0.5
H 0.186951 -3.309577 3.586806 -0.1 -0.5 -0.4
C 1.545944 1.376725 4.577857 -0.5 -0.2 0.0
C 2.828566 2.613603 2.397820 -0.4 0.1 -0.6
C 3.439034 -0.035789 3.068660 -0.3 -0.8 -0.5
C -2.404685 2.083480 -1.183709 0.1 -0.5 -0.5
C -1.799752 3.738168 1.124569 0.1 0.1 0.3
C 0.260316 3.495063 -1.159033 0.4 0.0 -0.1
C 2.632938 -2.043299 -0.037340 -0.2 -0.1 0.3
C 3.240453 0.652169 -0.822012 -0.2 0.3 0.2
C 1.066353 -0.736800 -1.962276 -0.3 0.0 -0.6
H -0.181427 -4.248847 0.617533 0.0 -0.1 0.7
H 1.541619 -3.944818 2.490056 -0.9 -0.3 0.1
H 1.196805 0.451941 5.073895 0.2 0.4 -0.2
H 0.751827 2.138942 4.656009 0.3 -0.2 0.0
H 2.445750 1.745159 5.108371 -0.4 -0.2 -0.3
H 2.122395 3.448243 2.431697 0.1 0.0 0.1
H 3.250468 2.566461 1.389016 0.0 0.1 0.2
H 3.634071 2.797654 3.115647 -0.1 -0.1 -0.1
H 3.144940 -0.949820 3.597949 0.1 0.2 -0.1
H 4.187848 0.489854 3.675513 -0.3 0.1 -0.1
H 3.897509 -0.333757 2.117830 0.0 0.1 0.3
H -2.919791 2.847755 -1.790318 0.4 0.0 0.3
H -3.170976 1.569311 -0.573009 0.4 0.3 -0.1
H -1.935589 1.343135 -1.857544 -0.3 0.4 0.4
H -2.528816 4.456207 0.709420 0.4 -0.2 0.0
H -1.011557 4.280518 1.675825 -0.4 -0.2 -0.2
H -2.347002 3.072838 1.827143 0.3 0.4 -0.4
H -0.072322 4.384513 -1.718089 -0.2 -0.3 0.3
H 0.667129 2.765329 -1.890057 -0.2 0.4 0.4
H 1.071708 3.813673 -0.475523 -0.4 -0.2 -0.3
H 2.951292 -2.425161 -1.015674 0.1 0.0 0.2
H 1.924548 -2.758233 0.405867 0.2 0.2 -0.1
H 3.508180 -1.935561 0.615664 -0.3 -0.1 -0.2
H 3.705946 0.204144 -1.709895 0.0 0.1 0.2
H 3.987021 0.727518 -0.016261 -0.3 0.0 -0.3
H 2.863530 1.657128 -1.076627 0.3 -0.4 0.1
H 1.848533 -1.071617 -2.661844 -0.2 0.1 0.1
H 0.579672 0.155112 -2.387743 0.3 -0.2 0.2
H 0.303139 -1.523356 -1.881015 0.2 0.2 0.2
C -1.969064 -1.106454 -4.245334 0.0 2.3 1.4
C -3.174548 -1.125538 -4.988858 -1.3 -0.5 -0.9
C -3.562283 -2.308968 -5.594183 -1.1 1.6 -0.2
C -2.773345 -3.460461 -5.450993 0.1 -1.1 -0.2
C -1.534897 -3.402584 -4.775795 1.5 1.3 1.0
C -1.088656 -2.181779 -4.248826 0.8 -2.4 -0.4
O -1.681816 -0.041525 -3.428830 -0.9 -1.8 -1.8
H -2.467219 0.542393 -3.442457 0.3 0.0 -0.2
H -3.774810 -0.205281 -5.065674 0.2 -0.6 0.0
H -4.498702 -2.349217 -6.190491 0.8 0.0 0.5
H -3.091488 -4.421718 -5.891294 0.1 0.6 0.2
H -0.899535 -4.285862 -4.664678 -0.3 0.3 -0.3
H -0.094282 -2.056261 -3.812943 -0.5 -0.3 -0.2
C -3.132893 -0.084241 3.633546 -0.7 -0.1 -0.3
O -1.797379 0.381945 3.457644 1.1 0.2 0.0
H -3.626160 0.049886 2.672800 -0.1 -0.1 0.0
H -3.641398 0.542889 4.346123 -0.3 0.1 0.3
H -3.201368 -1.131198 3.930884 0.2 0.1 0.0
H -1.365800 0.492333 4.318895 -0.2 -0.1 -0.2
```
Forces are in eV/Å.



# 4
Below is the molecule C4H4BrN3 in a non-equilibrium geometry, with properties calculated with the ωB97M-V functional and the def2-TZVPD basis.

Calculated values
SMILES   N#C/C(Br)=N\N1CC1
Relative energy (zero: lowest compared OMol25 entry of this formula, charge and spin)   1.728 eV
E_HOMO   -0.330 hartree
F_max   0.049 Eh/bohr
E_tot   -2892.9626 hartree

Structure (XYZ):
```
12
Properties=species:S:1:pos:R:3:forces:R:3
N -3.011662 0.758204 1.512186 -0.3 0.0 0.1
C -2.255670 1.185690 0.760552 -0.3 -0.3 0.5
C -1.232188 1.580573 -0.117626 2.0 -1.3 -0.7
Br -1.413706 3.238324 -1.050841 -0.2 -0.2 0.2
N -0.150331 0.928689 -0.379075 -0.6 1.3 -0.7
N 0.527852 -0.084877 0.076610 0.4 -0.1 0.7
C 0.696485 -1.534237 0.305206 -1.3 0.6 0.1
C 1.641558 -0.732573 -0.527869 0.3 0.3 -0.2
H -0.008669 -2.193597 -0.184015 0.1 -0.1 -0.1
H 0.952301 -1.787327 1.323781 0.0 -0.1 0.0
H 2.613586 -0.487081 -0.115985 0.0 0.0 0.0
H 1.640444 -0.871788 -1.602924 -0.2 -0.1 0.0
```
Forces are in eV/Å.



Which value of E_tot does entry 1 give? -4468.7962 hartree



Which value of F_max does entry 3 give? 0.052 Eh/bohr



The highest E_tot belongs to which entry? C7H12O